{"formula": "C8H15NSi", "method": "ωB97M-V/def2-TZVPD", "species": ["C", "C", "C", "C", "C", "C", "C", "C", "N", "Si", "H", "H", "H", "H", "H", "H", "H", "H", "H", "H", "H", "H", "H", "H", "H"], "xyz": [[-2.812076, -0.071727, 2.307272], [-2.217229, 1.084608, 2.024148], [-2.536785, -1.298578, 1.560756], [-1.199814, 1.223223, 0.932636], [-0.232288, 0.085833, 0.911914], [2.636375, 0.286784, -0.106230], [0.288378, 0.862926, -2.039660], [0.850130, -2.090702, -1.099456], [-1.557168, -1.592128, 0.850475], [0.862949, -0.253099, -0.597268], [-3.559030, -0.139517, 3.085002], [-2.472790, 1.977949, 2.576159], [-3.316867, -2.062661, 1.646728], [-1.709230, 1.282221, -0.033181], [-0.644942, 2.158515, 1.061973], [0.176025, -0.160007, 1.884450], [3.373376, -0.082610, -0.813559], [2.735659, 1.368649, -0.073736], [2.903546, -0.099146, 0.873270], [0.856578, 0.656850, -2.942551], [-0.760181, 0.702403, -2.273918], [0.417288, 1.917427, -1.808090], [0.368210, -2.684247, -0.331140], [0.296718, -2.244984, -2.020112], [1.855065, -2.474098, -1.247979]], "forces_ev_per_angstrom": [[0.15, 0.59, 0.19], [-0.19, -0.11, 0.14], [-0.66, -0.05, 0.40], [0.20, -0.03, 0.00], [-2.09, -2.74, -0.48], [-0.66, -0.20, -0.17], [0.11, -0.41, 0.58], [0.07, 0.60, 0.28], [2.77, 2.19, -0.65], [0.45, 0.00, -0.36], [-0.08, 0.08, 0.05], [-0.11, 0.04, 0.10], [-0.07, -0.15, -0.04], [-0.01, 0.12, -0.07], [-0.05, 0.06, -0.05], [0.17, 0.03, 0.15], [0.07, -0.10, -0.17], [-0.07, 0.18, 0.03], [0.03, -0.11, 0.18], [0.15, -0.10, -0.10], [-0.19, -0.07, -0.04], [0.03, 0.15, 0.10], [-0.10, -0.05, 0.14], [-0.15, 0.04, -0.16], [0.22, 0.04, -0.05]], "nbo_charge": [-0.28, -0.12, 0.00, -0.52, -0.43, -1.09, -1.10, -1.09, -0.38, 1.59, 0.22, 0.21, 0.18, 0.23, 0.23, 0.21, 0.24, 0.23, 0.23, 0.24, 0.23, 0.23, 0.27, 0.24, 0.23], "homo_energy_ev": [-8.413, -8.414], "fmax_ev_per_a": 3.59, "relative_energy_kcal_mol": 53.4, "multiplicity": 1, "energy_ev": -17905.0349}

=====

{"formula": "C8H15O3", "method": "ωB97M-V/def2-TZVPD", "species": ["C", "C", "C", "C", "O", "C", "O", "C", "H", "H", "H", "H", "H", "H", "H", "H", "H", "H", "C", "C", "O", "H", "H", "H", "H", "H"], "xyz": [[1.927089, 3.345149, 1.750680], [0.960783, 2.750431, 0.896673], [-0.184364, 1.980846, -0.020182], [-1.548209, 2.941183, 0.101019], [-2.796482, 2.168432, 0.195404], [-3.249152, 1.998463, 1.584650], [-0.548591, 0.642809, 0.469876], [0.559777, -0.318366, 0.359815], [2.659391, 3.647936, 2.638597], [0.121312, 2.011493, -1.163585], [-1.479179, 3.713455, 0.984328], [-1.590302, 3.583080, -0.893938], [-3.915560, 1.009207, 1.595935], [-3.842002, 2.906140, 2.029125], [-2.325649, 1.755491, 2.300986], [0.787504, -0.692880, -0.726373], [0.217874, -1.286085, 0.969442], [1.570238, 0.029236, 0.836646], [2.083079, -4.490219, -1.451922], [1.056218, -3.511602, -2.048798], [1.707421, -2.395645, -2.334056], [2.535227, -4.099444, -0.531621], [1.589973, -5.435647, -1.197558], [2.888609, -4.721888, -2.160217], [0.238315, -3.467818, -1.312816], [0.576678, -4.063755, -2.872107]], "forces_ev_per_angstrom": [[-6.71, -4.62, -5.18], [6.60, 3.40, 5.99], [-0.64, 0.79, 0.46], [-0.08, 0.65, -0.35], [1.10, 1.19, 1.54], [0.52, -1.54, 0.81], [2.30, 2.04, -0.81], [0.78, -2.13, 0.24], [-2.11, -0.76, -2.65], [-0.20, -0.42, 2.52], [0.04, -1.67, -1.55], [-0.04, -1.43, 2.00], [1.31, 2.36, -0.10], [1.07, -1.51, -1.11], [-1.92, 0.62, -1.58], [-0.51, 0.78, 1.66], [0.61, 2.25, -1.33], [-2.01, -0.20, -0.76], [-0.23, -0.99, 0.32], [1.58, -0.66, 0.56], [-0.42, 1.63, -0.46], [-0.09, 0.16, -0.19], [0.00, -0.39, 0.15], [-0.14, 0.24, 0.00], [-0.57, 0.37, 0.63], [-0.22, -0.16, -0.83]], "nbo_charge": [-0.34, -0.06, 0.04, -0.07, -0.55, -0.28, -0.54, -0.32, 0.28, 0.22, 0.19, 0.19, 0.20, 0.17, 0.19, 0.27, 0.20, 0.18, -0.63, -0.01, -0.96, 0.18, 0.14, 0.18, 0.05, 0.06], "homo_energy_ev": -2.289, "fmax_ev_per_a": 9.65, "multiplicity": 1, "energy_ev": -14673.7010, "total_charge": -1}

=====

{"formula": "C8H15PS3", "method": "ωB97M-V/def2-TZVPD", "species": ["C", "C", "C", "C", "C", "C", "H", "H", "H", "H", "H", "H", "H", "H", "H", "H", "S", "P", "S", "C", "C", "S", "H", "H", "H", "H", "H"], "xyz": [[-2.540030, -1.483248, 0.404436], [-2.567205, -0.567440, -0.821407], [-1.321171, 0.272728, -0.890079], [-1.553026, 1.538824, -0.591221], [-3.001117, 1.791393, -0.295954], [-3.689096, 0.487018, -0.733403], [-3.444960, -2.085274, 0.443300], [-2.477911, -0.890386, 1.314380], [-1.682745, -2.151361, 0.368366], [-2.672791, -1.188308, -1.716822], [-0.369647, -0.167496, -1.137706], [-0.826917, 2.333047, -0.542349], [-3.379977, 2.660252, -0.834668], [-3.136363, 1.983039, 0.772340], [-4.468956, 0.183527, -0.036861], [-4.147582, 0.624546, -1.713213], [2.327989, 0.608324, 0.933792], [3.527993, 0.428030, -0.830739], [5.252921, 1.509898, -0.273142], [5.919390, 0.250282, 0.876836], [5.996840, -1.075997, 0.161969], [4.374529, -1.513800, -0.581163], [1.199290, 0.748897, 0.246714], [5.273711, 0.201881, 1.754130], [6.907939, 0.602989, 1.165252], [6.728991, -1.049424, -0.645426], [6.234486, -1.882240, 0.853790]], "forces_ev_per_angstrom": [[-0.02, 0.03, -0.26], [-0.09, -0.17, 0.12], [-0.09, -0.15, -0.19], [-0.02, 0.19, -0.03], [-0.11, 0.04, 0.08], [0.02, 0.01, -0.08], [-0.08, -0.10, 0.06], [0.03, 0.05, 0.13], [0.09, -0.10, 0.07], [-0.01, 0.03, 0.04], [0.26, -0.01, -0.02], [0.26, 0.06, 0.01], [-0.05, 0.05, 0.06], [-0.05, 0.09, 0.01], [-0.09, -0.03, -0.03], [-0.02, 0.00, 0.01], [0.29, -0.04, 0.07], [0.02, -0.02, 0.24], [-0.05, -0.34, 0.00], [-0.18, 0.26, -0.20], [-0.24, -0.11, -0.21], [0.20, 0.23, -0.01], [-0.29, 0.08, -0.13], [0.07, -0.02, 0.02], [0.06, -0.02, 0.08], [0.02, 0.02, 0.12], [0.07, -0.03, 0.04]], "nbo_charge": [-0.60, -0.25, -0.19, -0.19, -0.44, -0.39, 0.21, 0.20, 0.21, 0.20, 0.20, 0.21, 0.21, 0.21, 0.21, 0.21, -0.32, 0.42, -0.04, -0.53, -0.52, -0.08, 0.15, 0.22, 0.24, 0.22, 0.24], "homo_energy_ev": -8.805, "fmax_ev_per_a": 0.37, "multiplicity": 1, "smiles": "C[C@@H]1C=CCC1.SP1SCCS1", "energy_ev": -50334.5925}

=====

{"formula": "C8H16", "method": "ωB97M-V/def2-TZVPD", "species": ["C", "C", "C", "C", "H", "H", "H", "H", "H", "H", "H", "H", "C", "C", "C", "C", "H", "H", "H", "H", "H", "H", "H", "H"], "xyz": [[-3.579714, 1.860034, 2.551226], [-2.519214, 2.272524, 1.811206], [-1.142664, 2.638854, 2.297006], [-2.676104, 2.495524, 0.331787], [-4.561583, 1.671834, 2.102086], [-3.475644, 1.706254, 3.631375], [-1.039175, 2.724974, 3.391755], [-0.777845, 3.571473, 1.834686], [-0.512235, 1.803484, 1.948666], [-3.722204, 2.482694, -0.017683], [-2.126674, 1.682944, -0.172643], [-2.221214, 3.458603, 0.045137], [2.950014, -3.773504, -1.284843], [2.427674, -2.622744, -1.632113], [3.049904, -1.307215, -1.124343], [1.202255, -2.392574, -2.451323], [2.621254, -4.784063, -1.552973], [3.833014, -3.678644, -0.642553], [2.359284, -0.821815, -0.414373], [3.173794, -0.648795, -2.000543], [4.030454, -1.428634, -0.634063], [1.525994, -1.776245, -3.306852], [0.454015, -1.825514, -1.872362], [0.726615, -3.309444, -2.838253]], "forces_ev_per_angstrom": [[1.35, 0.38, -0.21], [-1.92, 0.56, 0.53], [0.09, -0.65, 0.32], [0.04, -0.19, -0.32], [0.50, 0.03, 0.13], [-0.10, 0.06, -0.40], [-0.19, -0.14, -0.45], [-0.21, -0.40, 0.13], [0.29, 0.44, 0.20], [0.43, -0.09, 0.26], [-0.13, 0.38, -0.18], [-0.15, -0.38, -0.02], [1.02, -0.84, 0.62], [-0.21, 1.35, 0.54], [-0.23, -0.39, -0.41], [-0.14, -0.07, -0.52], [-0.09, 0.59, -0.01], [-0.21, -0.54, -0.24], [0.23, -0.06, -0.29], [0.01, 0.01, 0.43], [-0.46, -0.12, -0.23], [-0.47, -0.10, 0.13], [0.25, -0.12, -0.26], [0.30, 0.31, 0.24]], "nbo_charge": [-0.43, 0.03, -0.65, -0.64, 0.20, 0.19, 0.22, 0.22, 0.22, 0.22, 0.21, 0.21, -0.42, 0.03, -0.64, -0.65, 0.20, 0.19, 0.21, 0.21, 0.22, 0.21, 0.22, 0.22], "homo_energy_ev": -9.166, "fmax_ev_per_a": 2.08, "relative_energy_kcal_mol": 23.0, "multiplicity": 1, "smiles": "C=C(C)C.C=C(C)C", "energy_ev": -8554.1147}